3 unconnected molecules or ions with the total composition C38H85Br2Cl2IN8O6P2. Source: the OMol25 dataset; level of theory: wB97M-V/def2-TZVPD.

- SMILES: CCCCC[C@](O[C@](C)(C[C@H](C)O)[C@](I)(CCCCNC(C)=O)NCCO)([C@H](Cl)[C@@H](C)Cl)[C@@H](Br)[C@H](C)Br.CN(C)P(=O)(N(C)C)N(C)C.CN(C)P(=O)(N(C)C)N(C)C
- Total energy: -9436.49455 hartree
- Total charge: 0
- LUMO: -0.04749 hartree

Geometry (Å):
C 2.632 4.842 2.797
C 2.687 3.403 1.946
C 1.962 2.199 2.801
C 2.861 0.787 2.836
C 3.258 0.190 1.394
C 2.989 -1.368 1.025
O 1.817 -1.834 0.419
C 0.528 -1.257 0.422
C 0.385 0.268 -0.262
C -0.123 -1.114 1.889
C -1.116 -2.214 2.505
C -2.385 -1.387 3.224
O -0.459 -2.903 3.667
C -0.345 -2.191 -0.678
I 0.535 -1.942 -2.733
C -1.938 -1.876 -0.718
C -2.530 -1.084 -2.023
C -3.060 -2.094 -3.245
C -3.499 -1.312 -4.610
N -3.766 0.161 -4.484
C -2.589 1.031 -4.843
C -1.873 2.170 -3.906
O -2.091 0.894 -6.102
N 0.045 -3.624 -0.397
C -0.608 -4.643 -1.285
C 0.507 -5.706 -1.938
O 0.582 -6.876 -1.001
C 3.414 -2.217 2.353
Cl 5.093 -1.738 3.093
C 3.526 -3.831 2.307
C 2.248 -4.691 1.793
Cl 5.204 -4.492 1.729
C 4.148 -1.668 -0.167
Br 3.695 -3.356 -1.222
C 4.286 -0.506 -1.296
C 4.477 -1.061 -2.864
Br 5.982 0.627 -1.104
H 2.150 5.695 2.127
H 1.982 4.767 3.773
H 3.720 5.176 3.145
H 3.852 3.195 1.800
H 2.233 3.597 0.886
H 1.977 2.568 3.938
H 0.835 2.020 2.549
H 3.855 1.139 3.405
H 2.323 0.105 3.605
H 2.876 0.983 0.586
H 4.446 0.330 1.327
H -0.700 0.561 -0.553
H 0.676 0.997 0.641
H 1.207 0.487 -1.069
H 0.778 -1.048 2.669
H -0.662 -0.053 1.990
H -1.630 -2.977 1.797
H -1.914 -0.941 4.226
H -2.777 -0.510 2.557
H -3.217 -2.147 3.552
H -1.124 -3.042 4.404
H -2.613 -2.858 -0.619
H -2.303 -1.213 0.208
H -1.898 -0.180 -2.407
H -3.552 -0.585 -1.648
H -4.005 -2.693 -2.830
H -2.269 -2.904 -3.544
H -2.705 -1.572 -5.461
H -4.515 -1.814 -4.983
H -4.244 0.438 -3.603
H -2.411 2.273 -2.871
H -0.741 1.820 -3.767
H -1.821 3.163 -4.530
H -0.132 -3.935 0.573
H -1.360 -4.235 -2.081
H -1.265 -5.339 -0.568
H 1.570 -5.223 -1.986
H 0.152 -6.158 -2.964
H 0.687 -6.539 -0.045
H 2.650 -1.995 3.245
H 3.586 -4.126 3.472
H 2.213 -4.981 0.667
H 2.281 -5.728 2.387
H 1.284 -4.149 2.200
H 5.205 -1.871 0.280
H 3.343 0.220 -1.389
H 4.797 -0.072 -3.458
H 5.383 -1.786 -2.992
H 3.479 -1.398 -3.364
O 4.135 7.811 1.074
P 3.538 9.218 1.318
N 4.062 9.754 -0.233
C 4.623 11.049 -0.597
C 3.285 9.202 -1.349
N 4.780 9.599 2.474
C 5.695 10.727 2.391
C 5.526 8.471 3.061
N 2.852 10.837 1.598
C 2.371 10.961 3.003
C 1.649 11.153 0.798
H 3.914 11.876 -0.533
H 5.000 11.041 -1.628
H 5.495 11.307 -0.004
H 2.257 9.560 -1.349
H 3.248 8.109 -1.294
H 3.721 9.446 -2.323
H 6.495 10.545 1.667
H 6.174 10.911 3.362
H 5.185 11.665 2.154
H 6.262 8.069 2.353
H 4.850 7.665 3.367
H 6.064 8.767 3.968
H 1.602 10.207 3.218
H 1.950 11.955 3.189
H 3.167 10.840 3.741
H 0.910 10.348 0.863
H 1.874 11.327 -0.255
H 1.177 12.086 1.134
O -5.059 -5.281 0.375
P -5.785 -6.522 -0.200
N -4.353 -7.035 -1.009
C -4.230 -7.619 -2.338
C -3.325 -7.579 -0.114
N -6.707 -5.536 -1.297
C -6.728 -5.677 -2.745
C -6.804 -4.097 -0.994
N -6.619 -7.948 -0.862
C -8.077 -7.884 -0.558
C -6.206 -9.242 -0.274
H -4.658 -8.619 -2.428
H -3.176 -7.704 -2.637
H -4.668 -6.995 -3.111
H -3.639 -8.512 0.352
H -3.099 -6.874 0.693
H -2.379 -7.769 -0.630
H -5.828 -5.257 -3.204
H -7.587 -5.144 -3.174
H -6.859 -6.714 -3.065
H -5.875 -3.573 -1.251
H -7.025 -3.928 0.066
H -7.620 -3.618 -1.547
H -8.246 -7.845 0.525
H -8.602 -8.756 -0.964
H -8.570 -7.016 -1.002
H -6.215 -9.199 0.820
H -5.213 -9.556 -0.596
H -6.868 -10.058 -0.595

A molecular structure, C38H86AsBF6MgN2O28. Source: the OMol25 dataset; level of theory: wB97M-V/def2-TZVPD.

- Total energy: -6775.24122 hartree
- Relative energy (zero: lowest compared OMol25 entry of this formula, charge and spin): 0.00 kcal per mole
- Total charge: 0
- LUMO: -0.12546 hartree

Geometry (Å):
Mg -10.567 15.508 4.290
O -11.907 19.131 4.457
C -12.355 20.286 4.229
O -12.893 21.021 5.138
B -13.282 22.360 4.491
O -12.836 22.242 3.086
C -12.199 21.106 2.887
O -11.623 20.768 1.851
O -12.600 23.616 5.020
C -13.476 24.477 5.460
O -13.199 25.584 5.984
C -14.846 23.871 5.271
O -14.715 22.698 4.682
O -15.946 24.398 5.573
As -14.206 14.367 7.463
F -15.547 13.720 8.479
F -14.781 13.558 6.024
F -12.813 15.001 6.438
F -13.663 15.289 8.927
F -13.154 12.965 7.953
F -15.130 15.884 7.074
C -9.263 23.760 8.144
N -9.154 22.316 8.042
O -9.113 21.676 9.113
O -8.993 21.753 6.973
H -10.013 23.941 8.915
H -9.600 24.125 7.173
H -8.284 24.119 8.461
C -15.331 20.152 8.800
N -14.948 21.498 9.304
O -13.784 21.881 9.048
O -15.828 22.122 9.863
H -14.490 19.490 9.006
H -15.574 20.288 7.746
H -16.217 19.748 9.291
C -13.455 15.008 2.166
O -12.249 14.447 2.871
C -12.214 13.063 2.518
C -11.329 12.213 3.516
O -10.267 13.086 3.926
C -9.368 12.323 4.716
H -13.629 16.075 2.302
H -14.333 14.515 2.585
H -13.492 14.699 1.121
H -11.872 13.033 1.484
H -13.182 12.564 2.486
H -10.939 11.299 3.068
H -11.934 11.994 4.395
H -9.734 11.792 5.595
H -8.595 12.967 5.136
H -8.780 11.710 4.032
C -21.859 27.260 2.377
O -20.779 26.656 3.160
C -20.649 25.281 2.943
C -21.566 24.517 3.929
O -21.807 23.199 3.386
C -22.721 22.402 4.141
H -21.819 28.342 2.502
H -22.821 26.902 2.742
H -21.767 27.183 1.293
H -19.591 25.021 2.952
H -20.729 24.976 1.899
H -22.531 24.964 4.167
H -21.077 24.426 4.899
H -22.396 22.349 5.180
H -22.640 21.415 3.686
H -23.776 22.660 4.048
C -8.715 16.134 1.431
O -8.689 16.252 2.841
C -7.396 16.112 3.310
C -7.392 16.545 4.767
O -8.530 15.929 5.386
C -8.594 16.247 6.829
H -8.079 16.856 0.919
H -9.722 16.095 1.015
H -8.275 15.164 1.201
H -6.631 16.727 2.837
H -7.102 15.066 3.224
H -7.528 17.627 4.759
H -6.509 16.252 5.334
H -9.519 15.828 7.224
H -8.630 17.331 6.940
H -7.855 15.777 7.477
C -16.315 29.274 0.266
O -15.216 28.395 0.627
C -15.599 27.092 1.138
C -15.933 26.058 0.093
O -16.999 26.532 -0.705
C -17.468 25.581 -1.735
H -16.882 28.858 -0.567
H -15.831 30.190 -0.074
H -17.034 29.522 1.047
H -16.476 27.232 1.770
H -14.856 26.669 1.815
H -16.176 25.190 0.706
H -15.045 25.810 -0.489
H -17.940 24.736 -1.234
H -16.560 25.248 -2.237
H -18.154 26.022 -2.459
C -16.334 19.709 0.340
O -16.865 19.091 1.521
C -17.906 19.811 2.200
C -18.251 19.013 3.399
O -18.779 17.772 3.045
C -18.954 16.899 4.144
H -16.090 20.756 0.523
H -17.128 19.784 -0.403
H -15.432 19.267 -0.083
H -18.774 19.844 1.542
H -17.777 20.839 2.537
H -18.954 19.645 3.942
H -17.313 18.985 3.952
H -19.684 16.164 3.806
H -19.278 17.388 5.063
H -18.121 16.256 4.428
C -15.884 30.192 6.087
O -17.002 30.007 7.014
C -18.138 29.620 6.222
C -19.007 28.881 7.208
O -18.817 29.339 8.554
C -19.920 28.947 9.389
H -16.058 31.057 5.446
H -15.692 29.286 5.513
H -15.002 30.443 6.676
H -17.891 28.973 5.380
H -18.693 30.480 5.849
H -18.615 27.865 7.170
H -20.052 28.769 6.919
H -20.158 27.886 9.326
H -20.814 29.469 9.048
H -19.827 29.233 10.436
C -15.757 28.286 10.659
O -15.528 29.718 10.475
C -14.121 29.990 10.287
C -13.946 31.514 10.294
O -15.034 32.196 9.637
C -14.822 33.597 9.580
H -14.959 27.751 11.173
H -15.713 27.840 9.665
H -16.696 28.170 11.200
H -13.762 29.418 9.432
H -13.565 29.576 11.128
H -12.990 31.821 9.869
H -13.813 31.949 11.285
H -13.936 33.799 8.979
H -14.613 34.148 10.496
H -15.704 34.069 9.146
C -11.321 34.238 6.057
O -11.493 32.841 6.309
C -10.262 32.163 6.060
C -10.195 30.746 6.618
O -10.052 30.685 8.060
C -9.778 29.449 8.692
H -12.374 34.520 6.075
H -10.913 34.401 5.059
H -10.718 34.731 6.819
H -9.371 32.724 6.340
H -10.148 32.083 4.979
H -9.293 30.337 6.163
H -11.035 30.106 6.349
H -10.516 28.688 8.441
H -9.639 29.631 9.757
H -8.890 29.039 8.211

8 unconnected molecules or ions with the total composition C38H87BrCl2N2O9PS2. Source: the OMol25 dataset; level of theory: wB97M-V/def2-TZVPD.

- Total energy: -6918.80292 hartree
- Total charge: -1
- LUMO: 0.06850 hartree

Geometry (Å):
C -2.526 3.535 2.090
C -1.310 2.650 1.932
N -1.168 1.569 2.594
C -0.272 3.063 0.955
P 1.508 3.152 1.767
Br 0.938 5.545 2.346
C 1.930 1.322 1.415
C 1.901 0.404 2.634
C 1.888 -1.082 2.276
S 0.937 -2.199 3.339
C -0.775 -2.217 2.894
S -1.832 -2.404 4.121
N -1.075 -2.381 1.558
C -0.830 -1.196 0.693
C -2.038 -0.790 -0.117
O -2.586 -1.855 -0.891
C -2.461 -3.126 -0.252
C -2.354 -3.013 1.250
C 3.144 3.393 2.782
C 2.828 3.223 4.265
C 2.629 4.405 5.105
O 3.846 3.627 5.172
C 2.300 3.640 -0.027
Cl 4.087 3.648 0.120
C 1.800 4.864 -0.825
C 0.469 4.674 -1.557
Cl 2.967 5.266 -2.244
H -2.427 4.455 1.528
H -2.689 3.768 3.138
H -3.387 2.998 1.700
H -1.957 1.421 3.222
H -0.512 4.063 0.655
H -0.291 2.464 0.050
H 0.863 2.836 2.996
H 2.958 1.337 1.055
H 1.334 0.912 0.600
H 2.856 0.547 3.136
H 1.116 0.654 3.338
H 1.666 -1.252 1.227
H 2.890 -1.479 2.424
H -0.043 -1.444 -0.021
H -0.492 -0.345 1.277
H -1.709 -0.009 -0.786
H -2.819 -0.334 0.482
H -3.365 -3.685 -0.486
H -1.597 -3.651 -0.659
H -3.194 -2.445 1.642
H -2.358 -4.016 1.662
H 3.867 2.607 2.577
H 3.564 4.390 2.722
H 2.252 2.348 4.536
H 2.751 5.372 4.649
H 2.056 4.282 6.012
H 2.113 2.772 -0.650
H 1.845 5.790 -0.279
H -0.330 5.193 -1.043
H 0.223 3.625 -1.648
H 0.536 5.075 -2.558
C 0.497 9.855 2.256
C 0.285 9.540 0.781
C -1.194 9.378 0.454
O 1.006 8.374 0.417
H 0.124 9.032 2.871
H 1.559 9.970 2.469
H -0.022 10.771 2.548
H 0.703 10.346 0.174
H -1.613 8.545 1.024
H -1.326 9.156 -0.605
H -1.759 10.281 0.696
H 0.649 7.643 0.946
C -6.711 -2.376 1.242
C -6.335 -0.911 1.072
C -6.647 -0.416 -0.333
O -4.955 -0.720 1.369
H -6.137 -2.993 0.543
H -6.478 -2.714 2.252
H -7.773 -2.540 1.053
H -6.875 -0.308 1.803
H -6.073 -0.984 -1.071
H -6.371 0.634 -0.437
H -7.708 -0.523 -0.566
H -4.453 -1.245 0.735
C 1.491 -6.882 1.220
C 1.732 -6.691 -0.269
C 3.134 -7.135 -0.660
O 1.522 -5.332 -0.655
H 2.191 -6.276 1.800
H 0.486 -6.566 1.493
H 1.618 -7.927 1.509
H 0.998 -7.265 -0.837
H 3.879 -6.534 -0.132
H 3.294 -6.999 -1.730
H 3.302 -8.185 -0.412
H 2.150 -4.787 -0.169
C -2.245 0.698 -5.244
C -1.203 0.948 -4.164
C -0.223 -0.211 -4.051
O -1.841 1.193 -2.911
H -2.834 -0.192 -5.005
H -2.932 1.542 -5.313
H -1.776 0.549 -6.218
H -0.652 1.863 -4.389
H -0.751 -1.131 -3.773
H 0.519 -0.011 -3.278
H 0.303 -0.384 -4.988
H -2.345 0.403 -2.687
C -5.378 -4.508 -3.000
C -5.053 -3.730 -4.264
C -3.929 -4.386 -5.052
O -4.715 -2.384 -3.933
H -4.489 -4.529 -2.362
H -6.177 -4.017 -2.445
H -5.681 -5.536 -3.206
H -5.942 -3.658 -4.892
H -3.018 -4.421 -4.448
H -3.710 -3.813 -5.952
H -4.189 -5.406 -5.341
H -3.935 -2.399 -3.363
C 6.937 -2.400 4.870
C 5.698 -2.084 4.045
C 5.783 -0.696 3.424
O 4.522 -2.206 4.841
H 7.034 -1.686 5.691
H 6.862 -3.398 5.303
H 7.843 -2.350 4.263
H 5.587 -2.830 3.256
H 5.847 0.066 4.206
H 4.893 -0.483 2.833
H 6.658 -0.600 2.780
H 4.574 -1.552 5.547
C 2.089 -3.779 -3.894
C 2.258 -2.976 -5.176
C 3.387 -3.548 -6.023
O 2.507 -1.597 -4.904
H 3.008 -3.721 -3.302
H 1.280 -3.389 -3.276
H 1.886 -4.829 -4.105
H 1.330 -2.994 -5.749
H 4.332 -3.493 -5.476
H 3.501 -2.975 -6.944
H 3.200 -4.591 -6.281
H 3.324 -1.553 -4.395